# 1
# C15H31FP2Tc

A molecular structure, C15H31FP2Tc (ωB97M-V/def2-TZVPD, OMol25).

The geometry in XYZ format:
```
50
Properties=species:S:1:pos:R:3:forces:R:3
P 1.00129 -1.04517 -4.93047 -0.3 -1.8 -5.0
P 2.11371 -4.72273 -3.08797 -2.5 -2.4 1.2
C 2.12597 -2.68984 -5.23586 0.6 -1.4 0.6
C 1.70850 -4.10245 -4.78514 -0.1 -0.3 0.5
H 3.15596 -2.49759 -4.89320 -0.4 0.3 0.3
H 2.24807 -2.83504 -6.33871 -0.5 1.0 0.9
H 0.63791 -4.31456 -4.96522 0.5 0.1 0.2
H 2.22330 -4.88770 -5.39219 -0.1 0.7 0.2
C 3.84408 -5.14410 -2.84476 0.5 0.1 0.0
H 4.12222 -5.15397 -1.77674 -0.3 0.0 -0.4
H 4.53106 -4.46522 -3.36357 -0.2 -0.1 0.1
H 3.99055 -6.16466 -3.24050 -0.1 0.4 0.1
C 1.11628 -6.25673 -2.87329 0.7 0.1 -0.4
H 1.59892 -7.08168 -3.40360 -0.6 -0.2 0.1
H 0.09716 -5.99598 -3.22410 0.5 -0.5 0.1
H 1.08236 -6.41611 -1.76837 0.1 -0.2 -1.0
C 2.27929 -0.05924 -5.88127 0.0 0.8 0.8
H 2.04156 0.99987 -5.85761 0.2 0.2 0.0
H 2.29969 -0.40014 -6.92021 -0.2 0.0 0.4
H 3.26404 -0.24012 -5.43490 -0.3 0.3 0.1
C 0.23746 -1.61540 -6.57821 -0.4 -0.5 -1.2
H -0.42109 -2.50257 -6.43286 0.4 0.6 0.0
H 1.01927 -1.87029 -7.32643 -0.6 0.1 0.6
H -0.35951 -0.81977 -7.03419 -0.1 -0.1 0.2
Tc 2.59616 0.63475 -1.46464 -1.4 1.0 4.9
C -0.11569 -3.94325 -1.40273 -1.3 -0.7 0.5
C 1.29047 -4.06526 -1.56695 2.8 4.4 -1.0
C 2.17457 -2.47839 -1.91653 0.1 -1.2 -0.2
C 1.88360 -1.09704 -1.52913 1.0 -0.7 -2.2
C -0.96664 -0.52610 -4.65370 0.8 0.4 4.3
C -1.58842 -1.29660 -3.72135 0.3 -0.4 -1.5
C -1.23435 -2.71696 -3.35054 0.0 -0.2 0.2
C -1.03490 -2.86096 -1.81591 -0.8 -0.5 -0.2
C 0.64452 1.43086 -0.97141 -1.8 0.7 0.0
H -0.59349 -4.62611 -0.71292 0.4 -0.2 0.2
H 1.83412 -4.43597 -0.68858 -0.2 -0.4 -0.3
H 2.33229 -2.46152 -3.02117 -0.4 0.1 0.8
H 3.19470 -2.73513 -1.55898 -0.7 0.1 0.4
H 2.28302 2.23982 -1.69534 0.5 0.5 -1.3
H 1.70134 -0.37152 -2.64272 -0.6 -1.0 0.2
H -1.15685 0.58547 -4.61201 0.7 -1.1 -0.7
H -2.51273 -0.92428 -3.26625 0.0 0.0 -0.5
H -0.32253 -3.05727 -3.88296 -0.5 0.4 0.2
H -2.04586 -3.45062 -3.61028 0.6 0.9 -0.1
H -0.66273 -1.95202 -1.35072 0.1 0.6 -0.1
H -2.04254 -3.06887 -1.37009 0.9 0.3 -0.3
H 0.22377 1.02046 -0.01633 1.0 0.2 -0.7
H -0.13813 1.22007 -1.73966 0.9 -0.6 0.1
H 0.50494 2.52475 -0.98669 0.7 -0.4 0.6
F 3.22936 0.80365 0.31798 0.0 0.4 -1.3
```
Positions in Å, forces in eV/Å.

orbital gap (alpha / beta) = 5.05 / 5.53 eV
largest force on an atom = 5.3 eV/Å
total charge = +2
expectation value of S² = 4.19
spin multiplicity = 4
E_LUMO (alpha / beta) = -0.3119 / -0.3150 hartree
energy above the lowest of the compared OMol25 structures with the same formula, charge and spin = 153.2 kcal/mol

---

# 2
# C4H6N2O

A molecular structure, C4H6N2O (ωB97M-V/def2-TZVPD, OMol25).

The geometry in XYZ format:
```
13
Properties=species:S:1:pos:R:3:forces:R:3
C 1.63725 1.23013 0.13805 -1.5 0.5 0.4
C 1.44965 -1.06152 -0.66070 -1.4 2.1 -2.3
C -0.17252 -0.07824 1.28660 1.7 -3.3 -1.2
C 0.37201 0.48200 -0.01930 4.9 -3.2 0.4
N 2.58254 1.84832 0.34495 0.4 -0.1 -0.2
N -0.45000 0.88085 -1.02185 -1.9 0.5 0.1
O 1.87166 -1.92601 -0.01743 0.6 -1.6 2.1
H 1.66846 -1.14442 -1.82053 -0.7 0.9 1.1
H -1.10324 -0.62416 1.11090 0.4 -0.9 -0.6
H -0.61000 0.61110 1.87473 -0.5 3.1 2.5
H 0.62647 -0.77048 1.86110 -1.9 1.8 -1.5
H -1.27423 0.30399 -0.97979 -0.3 0.1 -0.7
H -0.07720 1.03212 -1.93846 0.2 0.0 -0.2
```
Positions in Å, forces in eV/Å.

orbital gap = 9.08 eV
largest force on an atom = 5.8 eV/Å
total charge = 0
E_LUMO = 0.0230 hartree
energy above the lowest of the compared OMol25 structures with the same formula, charge and spin = 78.7 kcal/mol

---

# 3
# C19H25N3S4Zn

A molecular structure, C19H25N3S4Zn (ωB97M-V/def2-TZVPD, OMol25).

The geometry in XYZ format:
```
52
Properties=species:S:1:pos:R:3:forces:R:3
Zn -0.43898 -1.44739 -1.69642 0.0 0.0 -0.1
C 2.03468 -2.82049 -0.91744 0.0 -0.1 -0.1
C 1.09925 -4.04948 -1.10981 0.0 0.0 0.0
S -0.46870 -3.77876 -2.04587 0.0 0.1 0.1
C -2.01015 -4.04988 -1.06731 0.0 0.0 0.0
C -2.86759 -2.81704 -0.67242 0.0 -0.1 -0.2
S -2.85948 -1.49582 -1.94378 0.0 0.0 0.0
C -2.83172 0.07067 -0.98850 0.0 0.0 -0.1
C -1.92575 1.18145 -1.59318 0.0 0.0 -0.1
S -0.51899 0.66506 -2.68467 0.0 0.0 0.1
C 1.17071 1.12683 -2.09367 0.0 0.0 0.0
C 2.09156 0.04216 -1.47780 0.0 0.0 -0.1
S 1.91914 -1.59561 -2.28183 0.0 0.0 0.0
H 3.05584 -3.18971 -0.87854 0.1 0.0 0.0
H 1.83311 -2.29886 0.01065 0.0 0.0 0.1
H 0.88273 -4.50771 -0.14588 0.0 0.0 0.0
H 1.60497 -4.80257 -1.70760 0.0 0.0 0.0
H -1.79576 -4.66112 -0.19012 0.0 0.0 0.0
H -2.58198 -4.68134 -1.74351 -0.1 0.0 0.0
H -2.55574 -2.36805 0.26284 0.0 0.0 0.1
H -3.89104 -3.16305 -0.54371 0.0 0.0 0.0
H -2.53477 -0.17408 0.02510 0.0 0.0 0.1
H -3.84559 0.46057 -0.95475 0.0 0.0 0.0
H -1.55595 1.80898 -0.78570 0.1 0.1 0.0
H -2.51417 1.80430 -2.26198 0.0 0.0 0.0
H 1.11009 1.98485 -1.42614 0.0 -0.2 0.0
H 1.60822 1.48307 -3.02389 0.1 0.0 0.0
H 1.93118 -0.09317 -0.41458 0.0 0.0 0.1
H 3.11681 0.37908 -1.61512 0.0 0.0 0.0
C -0.27119 -2.00696 2.60477 0.0 0.0 0.2
C -0.37323 -2.12170 1.23996 0.0 0.0 -0.1
N -0.27374 -1.07091 0.41033 0.1 0.2 0.1
C -0.01447 0.14257 0.94187 -0.3 0.0 0.1
C 0.14573 0.35422 2.31187 0.3 0.3 0.1
C -0.01538 -0.75792 3.13736 0.1 -0.2 0.2
C 0.55844 1.60047 3.00875 -0.2 -0.4 -0.1
C 0.87719 2.85483 2.68554 0.0 0.3 -0.3
C 0.93012 3.67261 1.44950 -0.1 -0.3 0.2
C 1.58815 4.88882 1.53470 0.1 0.2 0.2
C 1.62379 5.69162 0.40994 0.0 0.1 -0.2
N 1.02935 5.33488 -0.72904 -0.1 -0.2 0.2
C 0.41559 4.15897 -0.70817 0.1 0.1 0.1
N 0.34030 3.29206 0.30692 0.0 0.0 -0.2
H -0.38017 -2.88115 3.23461 0.0 0.1 0.0
H -0.54289 -3.08798 0.78698 0.0 0.0 0.0
H 0.03823 0.98639 0.26726 0.1 0.0 0.0
H 0.09514 -0.64171 4.21055 0.0 0.0 -0.1
H 0.67985 1.40889 4.07018 -0.1 0.0 0.0
H 1.17994 3.44191 3.54621 0.0 0.0 0.0
H 2.05191 5.20552 2.46049 0.0 0.0 -0.1
H 2.13513 6.64843 0.41756 0.0 0.0 0.0
H -0.07974 3.87326 -1.63253 0.0 0.0 0.0
```
Positions in Å, forces in eV/Å.

orbital gap = 8.49 eV
largest force on an atom = 0.5 eV/Å
total charge = +2
E_LUMO = -0.2268 hartree
energy above the lowest of the compared OMol25 structures with the same formula, charge and spin = 0.0 kcal/mol

---

# 4
# C19H37N3

A single C19H37N3 molecule (ωB97M-V/def2-TZVPD, OMol25).

The geometry in XYZ format:
```
59
Properties=species:S:1:pos:R:3:forces:R:3
C 0.21098 2.62588 -1.17735 0.2 0.0 0.0
C 1.42746 2.43299 -0.32088 -0.1 0.1 -0.1
C 1.14906 2.22124 1.14230 0.2 0.0 -0.1
C 2.65002 2.47738 -0.83516 0.1 0.1 0.1
C 3.94279 2.31506 -0.10104 0.0 -0.1 -0.1
C 4.68949 1.04678 -0.55735 -0.2 0.1 0.1
C 3.97281 -0.20051 -0.10897 0.3 0.0 -0.1
C 4.43126 -0.74498 1.21123 -0.1 -0.1 -0.2
C 2.99907 -0.72417 -0.84403 0.0 -0.2 0.0
C 2.15152 -1.91369 -0.50354 0.0 0.2 0.2
C 0.99629 -1.50519 0.41837 -0.2 -0.3 -0.2
C -0.15022 -2.52681 0.44275 0.1 0.1 0.2
C 0.32377 -3.88587 0.95164 -0.2 0.3 -0.1
N -0.69665 -2.68892 -0.89928 -0.1 -0.4 0.0
C -1.56248 -1.63034 -1.37418 -0.2 -0.1 0.1
C -2.96484 -1.57149 -0.72402 0.2 0.1 0.0
N -3.37789 -0.20067 -0.47652 -0.2 -0.1 0.0
C -2.81134 0.33412 0.74866 0.1 0.3 -0.1
C -3.14844 1.82408 0.86391 0.2 -0.2 0.2
N -4.57705 2.07229 0.83553 -0.2 0.1 0.2
C -5.15216 1.46382 -0.34891 -0.2 -0.3 0.0
C -4.81968 -0.02848 -0.46613 -0.1 0.3 -0.1
H -0.42558 1.74140 -1.14244 -0.2 -0.1 0.0
H -0.37497 3.46913 -0.81121 -0.1 0.1 0.0
H 0.48301 2.81367 -2.21284 0.0 0.0 -0.1
H 1.74181 1.39942 1.53710 0.0 -0.1 0.1
H 1.39073 3.11983 1.71063 0.0 0.0 0.1
H 0.09665 1.99719 1.30028 -0.1 0.0 0.1
H 2.76256 2.63665 -1.90064 -0.1 0.0 -0.2
H 3.77813 2.27520 0.97508 0.0 0.1 0.1
H 4.57635 3.18202 -0.31246 0.0 0.0 0.1
H 4.76869 1.06279 -1.64613 0.1 0.0 0.0
H 5.69904 1.06170 -0.14109 0.1 0.0 -0.1
H 4.36666 0.02879 1.97625 0.0 0.0 0.1
H 3.83884 -1.59585 1.53075 0.0 -0.1 0.1
H 5.47536 -1.05347 1.14490 0.1 0.0 0.1
H 2.73998 -0.23130 -1.77149 0.0 0.1 -0.2
H 2.75071 -2.69123 -0.02819 0.0 -0.1 0.0
H 1.71924 -2.32353 -1.41675 0.1 -0.1 0.0
H 0.61064 -0.54546 0.07261 0.0 0.1 0.1
H 1.36044 -1.35892 1.43701 0.0 0.1 0.1
H -0.91162 -2.14571 1.15104 0.1 0.0 -0.1
H 0.99949 -4.33820 0.23153 0.1 -0.1 -0.1
H 0.84048 -3.77502 1.90167 0.1 0.0 0.1
H -0.52244 -4.55555 1.09808 -0.1 -0.1 0.0
H -1.18044 -3.57843 -0.96856 0.1 0.0 0.0
H -1.67115 -1.76252 -2.45364 0.0 0.2 0.0
H -1.05837 -0.67665 -1.21820 0.0 0.1 -0.1
H -3.69350 -2.03165 -1.39549 0.0 0.0 0.0
H -2.96572 -2.16188 0.21068 0.0 0.0 -0.1
H -1.72853 0.19845 0.73080 0.1 0.0 0.0
H -3.20635 -0.20050 1.63733 0.1 0.0 -0.1
H -2.73675 2.23288 1.78953 0.1 0.0 -0.1
H -2.71033 2.35542 0.01531 0.1 0.0 0.1
H -5.00512 1.66348 1.66372 0.0 0.1 -0.1
H -6.23462 1.60665 -0.33040 0.0 0.0 -0.1
H -4.74090 1.98630 -1.21651 -0.1 0.0 -0.1
H -5.22616 -0.42171 -1.40055 0.0 -0.1 0.0
H -5.29004 -0.57596 0.37528 0.0 0.0 -0.1
```
Positions in Å, forces in eV/Å.

orbital gap = 9.28 eV
largest force on an atom = 0.4 eV/Å
total charge = 0
E_LUMO = 0.0332 hartree
SMILES = CC(C)=CCC/C(C)=C/CC[C@H](C)NCCN1CCNCC1
energy above the lowest of the compared OMol25 structures with the same formula, charge and spin = 2.7 kcal/mol

---

# 5
# C25H20BrN6O4RhS2

A molecular structure, C25H20BrN6O4RhS2 (ωB97M-V/def2-TZVPD, OMol25).

The geometry in XYZ format:
```
59
Properties=species:S:1:pos:R:3:forces:R:3
Rh 0.40606 -0.27250 -1.58260 -0.2 0.2 0.0
Br 2.25385 -1.92894 -1.38405 0.1 0.0 -0.1
C -4.05357 -4.71547 -1.52150 0.0 0.0 0.0
C -2.97703 -3.67211 -1.48714 0.0 0.0 0.0
C -3.08883 -2.53014 -0.70354 0.0 0.0 0.0
C -2.08213 -1.58637 -0.71421 0.0 0.0 0.0
N -0.97470 -1.74343 -1.44508 0.0 0.0 0.1
C -0.84671 -2.83695 -2.20965 0.0 0.0 0.0
C -1.82401 -3.80712 -2.25329 0.0 0.0 0.0
H -4.89272 -4.44362 -0.88411 0.0 0.0 0.0
H -3.66361 -5.67782 -1.18729 0.0 0.0 0.0
H -4.42166 -4.84813 -2.53950 0.0 0.0 0.0
H -3.96573 -2.35896 -0.09388 0.0 0.0 0.0
H -2.15294 -0.66551 -0.15397 0.0 0.0 0.0
H 0.06483 -2.91261 -2.78497 0.0 0.0 0.0
H -1.67942 -4.66562 -2.89547 0.0 0.0 0.0
O -0.94257 2.73935 -3.56260 0.1 -0.1 0.0
S -1.62692 2.21354 -2.38423 0.0 0.1 -0.1
N -1.11469 1.06290 -1.61022 -0.1 -0.2 0.2
N 0.80032 1.91502 5.21216 0.0 0.0 0.0
C 0.82297 1.71778 6.57628 0.0 0.0 0.0
C 0.93799 2.59243 7.65302 0.0 0.0 0.0
C 0.92157 2.02541 8.91072 0.0 0.0 0.0
C 0.79541 0.63694 9.09288 0.0 0.0 0.0
C 0.68307 -0.22197 8.02080 0.0 0.0 0.0
C 0.69865 0.33193 6.73986 0.0 0.0 0.0
N 0.60731 -0.28708 5.50660 0.0 0.0 0.0
C 0.67237 0.67851 4.63373 0.0 0.0 0.0
C 0.61170 0.47106 3.18221 0.0 0.0 0.0
C 0.59667 -0.82754 2.68353 0.0 0.0 0.0
C 0.54042 -1.02495 1.32095 0.0 0.0 0.0
N 0.47599 -0.00599 0.45561 0.0 0.0 -0.1
C 0.49682 1.24414 0.92215 0.0 0.0 0.0
C 0.56918 1.52095 2.27238 0.0 0.0 0.0
H 0.89362 2.79410 4.73715 0.0 0.0 0.0
H 1.03537 3.66156 7.51722 0.0 0.0 0.0
H 1.00822 2.66430 9.77959 0.0 0.0 0.0
H 0.78789 0.23981 10.09919 0.0 0.0 0.0
H 0.58744 -1.29115 8.15358 0.0 0.0 0.0
H 0.64005 -1.66592 3.36302 0.0 0.0 0.0
H 0.56766 -2.01368 0.88586 0.0 0.0 0.0
H 0.45198 2.02869 0.18036 0.0 0.0 0.0
H 0.58015 2.55663 2.58283 0.0 0.0 0.0
O 0.51348 -1.65521 -5.64892 0.0 0.0 0.0
S 0.01066 -0.43008 -5.10230 0.1 -0.1 0.0
O -1.40595 -0.22365 -5.09393 0.0 0.1 0.0
N 0.62752 -0.17334 -3.59892 0.0 0.0 -0.1
C 1.36122 0.93073 -3.50444 -0.1 0.0 0.1
O 1.67222 1.28235 -2.33668 0.2 -0.1 0.0
C 1.61054 1.59980 -4.79442 0.0 0.0 0.0
C 2.37916 2.70886 -5.08064 0.0 0.0 0.0
C 2.42153 3.14493 -6.39952 0.0 0.0 0.0
C 1.70899 2.48359 -7.39455 0.0 0.0 0.0
C 0.93339 1.36580 -7.10176 0.0 0.0 0.0
C 0.90359 0.94643 -5.79111 -0.1 0.1 0.0
H 2.92304 3.21733 -4.29634 0.0 0.0 0.0
H 3.01437 4.01226 -6.65794 0.0 0.0 0.0
H 1.75489 2.84623 -8.41301 0.0 0.0 0.0
H 0.37105 0.85249 -7.86990 0.0 0.0 0.0
```
Positions in Å, forces in eV/Å.

orbital gap = 8.04 eV
largest force on an atom = 0.3 eV/Å
total charge = 0
E_LUMO = -0.0248 hartree
energy above the lowest of the compared OMol25 structures with the same formula, charge and spin = 0.0 kcal/mol